Formula: C63H99N13O7
Source: OMol25
Level of theory: ωB97M-V with the def2-TZVPD basis set

Properties
**Lowest unoccupied orbital energy**: -13.98 eV
**Net charge**: +6
**Highest occupied orbital energy**: -0.593 hartree
**Total energy**: -3695.91286 hartree

The geometry in XYZ format:
```
182
Properties=species:S:1:pos:R:3:forces:R:3:lowdin_charge:R:1
C 8.469780 7.551400 5.884370 0.327 -0.999 0.111 -0.0148
C 8.788680 8.411720 4.655840 0.556 -0.846 2.006 -0.4026
C 10.187850 8.972230 4.966930 0.577 1.313 -1.276 -0.1283
C 10.834800 9.810270 3.812350 -0.751 -1.903 -0.542 -0.1427
C 10.916750 8.766620 2.680800 -0.238 0.459 -0.263 -0.1378
C 9.589880 8.048390 2.168210 1.957 0.246 0.758 -0.4412
N 8.784250 7.520150 3.331690 -7.857 0.622 0.598 0.1256
O 7.634370 6.843240 3.152490 7.479 3.467 0.669 0.2116
C 10.054780 6.820820 1.493120 0.888 -1.982 -1.106 -0.0197
C 8.832830 9.056070 1.299730 -1.323 -0.247 0.615 0.0284
C 7.705750 9.475240 4.632440 -0.319 1.047 -2.830 0.0086
H 8.243050 8.215320 6.718570 0.258 0.026 -0.089 0.1050
H 9.370380 6.973530 6.091990 -0.090 -0.190 0.408 0.0839
H 7.642810 6.841620 5.863840 -0.147 0.229 -0.618 0.1083
H 10.853090 8.130070 5.157510 0.166 0.034 0.227 0.1130
H 10.106300 9.603630 5.851680 -0.233 -0.270 0.171 0.1038
H 11.858250 10.142180 3.986980 -0.009 -0.026 0.511 0.0858
H 10.288710 10.688200 3.467210 -0.358 -0.034 0.399 0.1041
H 11.661600 8.007150 2.918490 -0.137 -0.133 0.399 0.0899
H 11.340230 9.252440 1.801740 -0.195 -0.084 -0.372 0.0965
H 10.384150 7.008420 0.471150 -0.336 -0.068 -0.076 0.1155
H 9.385750 5.962220 1.550610 -0.530 0.383 -0.588 0.1088
H 10.928370 6.406280 1.996210 0.184 0.167 0.135 0.0830
H 7.906980 8.603120 0.945120 0.007 0.092 -0.207 0.1148
H 9.424280 9.397630 0.450240 0.176 -0.451 0.125 0.0865
H 8.561850 9.933330 1.887160 -0.028 0.019 0.009 0.0872
H 7.473820 10.023150 5.545730 -0.168 -1.057 0.510 0.1142
H 6.895900 9.025570 4.057960 -0.743 0.259 0.854 0.1088
H 7.955980 10.352850 4.036370 0.469 -0.005 -0.471 0.0810
C 11.329850 11.682080 0.131750 0.068 0.391 0.376 0.0084
N 11.927570 12.808160 -0.580190 2.582 0.971 -0.530 -0.0593
C 12.165600 14.001480 0.049150 0.447 -0.794 -1.398 0.0670
C 12.985300 14.968750 -0.574280 -0.239 -0.268 1.192 0.0712
C 13.640210 14.719400 -1.750750 -0.204 -0.837 -0.471 -0.1237
C 13.473330 13.430200 -2.296780 -0.228 -0.903 -0.617 0.0344
C 12.650260 12.483750 -1.739950 -1.356 1.795 1.614 0.0378
C 14.440270 15.778700 -2.413400 1.483 0.291 -1.143 -0.1126
C 14.514550 15.854010 -3.816620 -1.449 1.094 -0.520 0.0622
C 15.083760 16.941310 -4.505890 -0.159 -1.035 2.681 0.0674
N 15.712340 17.868310 -3.730510 0.094 -0.274 -1.581 -0.0834
C 15.871170 17.743320 -2.407400 -1.269 -1.273 0.756 0.0308
C 15.245530 16.686980 -1.713190 0.186 -0.002 -0.538 0.0617
C 16.296080 19.054060 -4.406030 -0.461 0.334 0.404 0.0560
H 12.130200 11.176330 0.671890 0.075 -0.091 -0.112 0.0879
H 10.896570 11.037780 -0.633260 -0.441 0.009 0.499 0.1070
H 10.681160 12.103310 0.899780 -0.501 -0.399 -0.357 0.1158
H 11.754620 14.126630 1.040030 -0.130 0.064 -0.063 0.1435
H 13.230190 15.895800 -0.077280 -0.555 0.256 0.333 0.1233
H 13.943750 13.052620 -3.192630 0.347 0.534 -0.232 0.1358
H 12.408760 11.525110 -2.174790 0.258 -0.032 -0.047 0.1491
H 13.817100 15.263880 -4.392560 0.324 -0.470 -0.239 0.1361
H 14.995980 17.044720 -5.577340 0.202 0.308 0.034 0.1606
H 16.391570 18.537810 -1.893230 0.101 -0.043 -0.038 0.1443
H 15.388070 16.495810 -0.659840 0.012 0.860 0.328 0.0954
H 17.302510 19.155610 -3.999960 -0.025 0.244 -0.555 0.1096
H 15.669050 19.905550 -4.141640 0.199 0.122 0.156 0.1239
H 16.213940 18.961620 -5.488990 0.455 -0.254 0.185 0.1168
C 20.275620 21.194660 -0.045170 -0.020 0.160 0.025 0.0540
N 19.784590 19.809890 -0.094600 0.375 -1.669 1.245 -0.0781
C 18.633950 19.548430 0.541640 0.111 0.292 0.263 0.0338
C 18.162090 18.264770 0.765600 -0.850 1.537 0.581 0.0182
C 18.918530 17.224020 0.413960 2.648 -3.247 -1.818 -0.1238
C 20.226410 17.435440 -0.171420 0.156 2.919 0.407 0.0789
C 20.675540 18.778450 -0.334750 -2.443 -0.850 -0.160 0.0646
C 18.385030 15.796210 0.513710 -2.621 0.593 2.121 -0.1018
C 18.783230 14.842870 -0.371110 -0.441 -1.641 0.014 0.0375
C 18.196230 13.558020 -0.283010 -0.451 0.034 0.506 0.0673
N 17.175890 13.235970 0.594040 2.550 2.654 -1.380 -0.1118
C 16.773930 14.122940 1.507900 0.362 2.353 -0.641 0.0257
C 17.312380 15.438180 1.462710 2.080 -0.529 -0.667 0.0917
C 16.616910 11.901530 0.632140 0.221 0.820 -1.007 0.0237
H 21.125750 21.102770 0.630790 0.114 0.870 -0.225 0.1274
H 19.468640 21.802100 0.364570 0.358 0.071 0.103 0.1101
H 20.503440 21.585270 -1.036950 0.312 -0.247 0.096 0.1258
H 18.185110 20.403280 1.025570 -0.518 0.065 -0.445 0.1576
H 17.212640 18.092950 1.250810 -0.502 0.394 0.023 0.1025
H 21.014190 16.750230 -0.447630 -0.447 -0.728 0.248 0.1314
H 21.646840 19.107260 -0.673670 0.124 -0.335 -0.158 0.1573
H 19.543630 15.155300 -1.071520 0.063 -0.879 -0.372 0.1286
H 18.514880 12.692200 -0.844450 0.165 0.256 -0.448 0.1468
H 15.956100 13.728700 2.092820 -0.261 0.468 0.755 0.1097
H 17.164100 16.188980 2.224750 -0.895 -0.245 0.094 0.1099
H 17.248470 11.470620 1.409020 -0.797 -1.160 -0.203 0.1286
H 16.734350 11.577280 -0.401870 0.221 -0.984 0.417 0.1127
H 15.551150 12.068450 0.788350 0.029 -0.631 0.804 0.0873
C 14.950270 4.650490 6.376220 0.507 0.712 0.119 -0.0433
C 14.450160 5.225440 5.088080 -0.824 -0.393 -1.938 -0.1700
N 14.621370 6.675660 4.774900 0.574 3.010 0.886 -0.0242
C 14.889880 7.744300 5.731670 -1.290 1.095 -4.093 0.0618
C 14.828130 8.947200 4.946540 1.278 -2.739 0.659 0.0127
N 14.818520 8.587940 3.572730 -2.564 -2.528 2.282 -0.0564
C 14.459680 7.239870 3.559490 1.947 0.887 0.913 -0.0045
C 14.661080 9.490550 2.435540 -0.366 0.883 0.323 0.0003
H 14.464760 3.689680 6.547150 -0.174 0.234 0.124 0.1083
H 14.748290 5.368620 7.170940 0.003 -0.482 0.423 0.0699
H 16.018250 4.442280 6.311660 0.011 0.203 0.183 0.1003
H 13.378560 5.089710 4.941940 -0.078 -0.293 0.314 0.1296
H 14.928710 4.714400 4.252650 -0.026 -0.062 -0.023 0.1360
H 14.966720 7.542540 6.789870 0.105 0.121 -0.259 0.1045
H 14.826210 9.983940 5.249120 0.347 0.058 -0.101 0.1014
H 14.176210 6.705850 2.664580 0.277 -0.092 0.008 0.1661
H 14.247130 8.988320 1.561180 0.380 -0.278 0.146 0.1060
H 15.590900 10.021720 2.232040 0.048 -0.486 -0.071 0.0785
H 13.969750 10.288820 2.705600 -0.095 0.024 0.099 0.0668
C 11.405470 15.989230 6.524940 -0.256 0.622 1.578 -0.0760
C 10.505970 16.462350 5.434010 -0.277 -0.523 -1.567 -0.1584
N 10.551040 17.910960 5.111780 -0.367 -0.003 -0.404 -0.0409
C 10.336280 18.945000 5.958430 0.062 1.627 0.396 0.0086
C 10.278590 20.115230 5.198440 -0.213 -1.241 0.669 0.0369
N 10.393120 19.749420 3.871480 -0.092 -3.578 2.819 -0.0832
C 10.563040 18.397160 3.881020 0.280 0.338 -1.260 -0.0193
C 10.216610 20.602650 2.766620 1.229 1.309 -1.208 0.0064
H 12.459420 16.266510 6.504930 0.002 0.031 -0.532 0.0743
H 11.295100 14.924750 6.731850 -0.103 -0.009 -0.411 0.0674
H 10.982740 16.457090 7.414040 0.279 -0.071 0.447 0.0824
H 9.478630 16.159520 5.636410 -0.141 0.325 0.395 0.1410
H 10.699790 15.945980 4.493850 0.283 0.174 -0.215 0.1038
H 10.238230 18.703430 7.006490 -0.037 0.649 -0.005 0.1391
H 10.142410 21.157600 5.446070 -0.090 -0.226 0.262 0.1421
H 10.783390 17.737540 3.054730 -0.166 0.578 -0.330 0.1460
H 11.170700 20.586400 2.239790 -0.200 -0.042 -0.546 0.0973
H 10.149550 21.611010 3.175040 -0.511 -0.025 -0.294 0.1113
H 9.389240 20.325430 2.113390 0.032 0.100 0.285 0.1199
C 17.748140 12.274090 5.753470 -0.399 -0.837 0.309 -0.0709
C 17.746840 13.812920 5.907490 -0.317 -0.145 0.621 -0.1153
N 16.942680 14.320140 7.092880 2.088 0.938 2.307 -0.0420
C 15.830410 13.735230 7.640140 -0.913 1.935 1.269 -0.0282
C 15.375550 14.557120 8.687430 2.178 0.291 -1.394 0.0141
N 16.333840 15.602430 8.880020 1.297 -2.260 -2.169 -0.0583
C 17.405400 15.342920 7.967600 -4.688 -1.004 -0.129 0.0953
C 16.182030 16.634670 9.957650 0.249 -0.116 0.255 0.0275
H 18.426410 11.877440 4.998010 0.337 0.624 -0.009 0.0819
H 16.806940 11.794780 5.484200 -0.581 1.045 -0.543 0.0304
H 17.923100 11.650520 6.630200 0.837 0.773 0.602 0.0836
H 17.366560 14.298560 5.008800 -0.522 -0.193 0.076 0.1059
H 18.713930 14.298420 6.038350 0.294 -0.640 0.150 0.1197
H 15.423800 12.795010 7.297990 -0.071 0.362 -0.350 0.1139
H 14.454780 14.512540 9.250090 0.244 0.008 0.094 0.1271
H 18.345350 15.865920 7.870870 -0.211 0.144 0.024 0.1560
H 15.206950 16.497890 10.425220 0.083 -0.196 -0.195 0.0987
H 16.231900 17.673960 9.632880 0.072 -0.298 -0.633 0.1047
H 16.937840 16.520330 10.734680 0.063 -0.298 -0.179 0.1083
C 12.454900 10.556240 7.444480 0.803 -1.398 -0.027 -0.0414
C 12.661780 9.254230 8.388010 -1.356 2.827 -1.240 -0.0949
N 12.521980 9.791820 9.772680 -0.763 -2.281 0.926 -0.0429
C 13.555030 10.355520 10.490510 -0.414 -0.176 -0.211 -0.0250
C 13.112970 10.555930 11.750670 0.014 0.559 -0.483 0.0190
N 11.807440 10.086540 11.835540 3.290 0.920 -3.126 -0.1096
C 11.471510 9.568220 10.651210 1.948 0.423 -0.508 0.0506
C 11.002750 10.137560 12.961550 -2.033 -0.059 1.419 0.0147
H 11.464880 11.006390 7.517460 -0.024 -0.283 0.358 0.0504
H 12.584720 10.263490 6.402590 -0.069 -0.165 -0.117 0.0383
H 13.188320 11.348820 7.592900 0.121 -0.116 0.413 0.0568
H 13.571120 8.687570 8.187770 0.228 0.522 0.590 0.0957
H 11.856010 8.588720 8.078270 -0.233 -0.038 0.795 0.1148
H 14.548080 10.530020 10.103480 -0.270 0.085 -0.206 0.1388
H 13.679090 11.144730 12.457230 -0.561 -0.392 0.629 0.1502
H 10.626970 8.909480 10.512600 -0.157 0.387 -0.357 0.1792
H 10.898670 9.072110 13.166670 -0.781 0.368 1.255 0.1310
H 10.089560 10.655350 12.668150 -0.415 -0.554 0.219 0.1253
H 11.387760 10.779750 13.753680 0.484 -0.628 0.016 0.1274
C 12.538600 13.184650 4.445360 0.287 -0.056 -0.155 0.0091
C 13.831720 12.857820 3.635180 -2.356 -0.677 1.281 -0.7974
O 13.821700 12.853790 2.402700 -0.735 0.780 -3.085 -0.0800
O 14.773410 12.429120 4.273520 2.667 -0.793 2.142 -0.0472
H 11.719410 12.492370 4.251010 -0.032 0.104 -0.767 0.0405
H 12.205170 14.204480 4.253310 -0.108 -0.055 0.074 0.0549
H 12.662110 13.007460 5.513740 0.505 0.484 0.041 0.0572
C 13.980630 16.662600 2.932300 -0.671 0.148 0.907 -0.0196
C 13.866050 17.828180 1.933930 -1.250 1.151 -0.280 -0.7636
O 14.860330 18.015350 1.215850 2.586 -0.561 -1.095 -0.0920
O 12.810010 18.489680 1.766320 0.119 -1.364 1.197 -0.0441
H 13.353390 16.800090 3.813070 -0.869 -0.105 -0.352 0.0546
H 14.904420 16.466260 3.476500 0.784 0.362 -0.801 0.0577
H 13.727040 15.756890 2.381400 -0.206 -0.251 0.229 0.0478
C 9.398170 12.456690 6.520990 0.002 -1.167 0.272 -0.0771
C 8.275010 13.462760 6.450140 -2.245 1.163 1.757 -0.7419
O 8.104170 14.181330 7.516220 0.863 -1.266 -2.903 -0.0837
O 7.512440 13.319180 5.446220 1.155 0.482 0.732 -0.0618
H 10.021670 12.602010 7.403170 0.520 0.300 -0.363 0.0566
H 9.847170 12.222120 5.555860 0.629 0.534 -0.018 0.0426
H 8.882710 11.517110 6.719950 -0.311 -0.261 0.299 0.0539
```
Forces are in eV/Å.